Entry 1:
ORCA calculation (ωB97M-V/def2-TZVPD) on a single C3H5NOS2 molecule at a distorted geometry.

ORCA input file:
```
! wB97M-V def2-TZVPD RIJCOSX def2/J DEFGRID3
* xyz 0 1
S -2.9716 -0.2676 -0.3876
S -0.3548 -1.7104 -0.5670
O 0.8854 1.0805 -1.1252
N -0.7435 0.8929 0.3426
C 0.2144 1.6022 -0.2319
C -1.3469 -0.3362 -0.0680
C 1.1891 -1.3944 0.2374
H 1.6443 -2.3647 0.1534
H -1.6206 1.6077 0.5712
H 1.0401 -1.1546 1.2141
H 1.8949 -0.5922 -0.2423
H 0.1690 2.6368 0.1032
*
```

## Properties
SMILES: CSC(=S)NC=O
energy above the lowest of the compared OMol25 structures with the same formula, charge and spin: 1.434 eV
molar mass: 135.213 g mol⁻¹
HOMO energy: -8.91 eV

---

Entry 2:
ORCA calculation (ωB97M-V/def2-TZVPD) on a single C2H4N4O molecule at a distorted geometry.

ORCA input file:
```
! wB97M-V def2-TZVPD RIJCOSX def2/J DEFGRID3
* xyz 0 1
O 0.0253 -0.8904 -0.3058
N 0.6959 1.3014 -0.1851
N -0.7525 1.2736 0.1503
N -2.3041 -0.3554 0.0481
N 2.3064 -0.2518 0.2191
C -1.0774 0.1417 -0.2043
C 0.9855 0.0663 -0.1489
H -2.5370 -1.0571 0.9002
H -3.0893 0.4616 -0.3752
H 2.9046 0.5773 -0.2238
H 2.8427 -1.2672 0.1254
*
```

## Properties
SMILES: Nc1nnc(N)o1
energy above the lowest of the compared OMol25 structures with the same formula, charge and spin: 4.078 eV
molar mass: 100.081 g mol⁻¹
HOMO energy: -8.74 eV

---

Entry 3:
ORCA calculation (ωB97M-V/def2-TZVPD) on a single C17H19NO4 molecule.

ORCA input file:
```
! wB97M-V def2-TZVPD RIJCOSX def2/J DEFGRID3
* xyz 0 1
O -0.9861 -2.9013 1.2001
O -3.6214 2.4359 0.8161
O -4.4485 -1.2366 -2.0884
O 2.8466 -0.2695 0.8289
N 0.1864 -1.0034 1.5445
C -1.9774 -0.8448 0.5168
C -2.7399 -1.3819 -0.5028
C -2.9206 3.0421 1.8747
C -4.0206 0.6466 -0.6147
C 3.8624 0.0453 -0.0259
C 4.5977 -0.8756 -0.7621
C 5.6113 -0.4343 -1.5976
C 1.3651 -1.6734 2.0329
C -3.7657 -0.6320 -1.0833
C 5.1664 1.8309 -0.9770
C 4.1554 1.4046 -0.1416
C 2.4988 -1.6284 1.0074
C -0.8980 -1.6935 1.1029
C -5.5090 -0.5395 -2.6969
C 5.9014 0.9121 -1.7103
C -2.2347 0.4402 0.9960
C -3.2633 1.1787 0.4317
H 2.1574 -2.0651 0.0596
H -5.1614 0.3805 -3.1778
H 3.5754 2.1064 0.4374
H -3.3815 4.0191 2.0109
H -3.0140 2.4666 2.8012
H -5.9080 -1.2130 -3.4537
H -6.2962 -0.2976 -1.9760
H -1.8610 3.1742 1.6326
H 6.1770 -1.1589 -2.1646
H -4.8032 1.2662 -1.0198
H -1.6608 0.8276 1.8221
H 5.3833 2.8858 -1.0569
H -2.5476 -2.3824 -0.8533
H 1.6981 -1.1928 2.9576
H 1.0872 -2.7107 2.2305
H 6.6931 1.2455 -2.3635
H 3.3575 -2.2013 1.3808
H 0.3061 -0.0397 1.2763
H 4.3923 -1.9324 -0.6952
*
```

## Properties
SMILES: COc1cc(OC)cc(C(=O)NCCOc2ccccc2)c1
energy above the lowest of the compared OMol25 structures with the same formula, charge and spin: 2.446 eV
molar mass: 301.342 g mol⁻¹
HOMO energy: -8.49 eV

---

Entry 4:
ORCA calculation (ωB97M-V/def2-TZVPD) on a molecular structure, C9H24BrO11S3V at a distorted geometry.

ORCA input file:
```
! wB97M-V def2-TZVPD RIJCOSX def2/J DEFGRID3
* xyz 0 1
Br 0.5358 1.7754 -0.7384
V 2.3765 3.2946 0.4371
S -3.8848 2.6979 -2.7722
S 4.9393 -0.7896 0.0291
S 0.0519 -1.8506 3.0371
O 4.6747 -1.3198 -1.4516
O 5.2930 0.5816 -0.0994
O -4.2993 2.5570 -1.2330
O 3.6130 3.2980 -0.5299
O 5.8120 -1.7020 0.6998
O -0.4884 -2.3616 1.6317
O 2.7007 2.3808 1.6740
O 0.9482 -0.7530 2.8500
O 0.4837 -3.0254 3.7066
O -3.4264 4.0210 -3.0404
O -4.9806 2.1770 -3.5081
C 4.4857 -2.7356 -1.6217
C -2.4742 1.5858 -2.8708
C -0.7379 -1.3755 0.6208
C 3.3434 -0.9374 0.7798
C -1.4392 -1.2735 3.7920
C -3.3612 3.0610 -0.2750
C 3.0774 -3.0881 -2.0644
C -2.1349 -1.5840 0.0387
C -4.1040 3.4253 0.9930
H -3.3842 3.6702 1.7784
H 3.0118 -4.1753 -2.1694
H -2.9185 -1.1430 0.6492
H -4.6891 2.5939 1.3871
H 2.2774 -2.8449 -1.3644
H 0.0102 -1.4881 -0.1645
H 2.9771 -1.9594 0.7603
H -2.0079 -0.6530 3.1038
H -2.6537 0.7843 -2.1633
H -2.0990 -1.1881 -0.9773
H -2.8187 3.9336 -0.6466
H -4.7498 4.2898 0.8489
H 5.1465 -3.0079 -2.4437
H -2.5736 2.3384 -0.0282
H -2.4752 1.3104 -3.9199
H -1.9921 -2.1856 4.0073
H -1.1854 -0.7242 4.6933
H -0.6620 -0.3301 0.9234
H 3.4582 -0.6098 1.8105
H -2.3186 -2.6536 -0.0722
H 2.6711 -0.2648 0.2488
H -1.6592 2.2315 -2.5564
H 2.8757 -2.6741 -3.0521
H 4.7548 -3.3094 -0.7377
*
```

## Properties
molar mass: 535.329 g mol⁻¹
HOMO energy: -10.74 eV

---

no.,Kohn-Sham gap (eV)
1,8.42
2,9.27
3,9.13
4,7.78